No. 1
C45H35BeBrINO5P2Se as an isolated structure at a distorted geometry, computed with ωB97M-V with the def2-TZVPD basis set.

- gap between HOMO and LUMO (Eh) = 0.2892
- ΔE to the lowest compared entry with this formula, charge and spin (kJ/mol) = 155.9
- HOMO energy (eV) = -8.155
- spin multiplicity = 1
- maximum force (eV Å⁻¹) = 2.119

Geometry as XYZ:
```
92
C45H35BeBrINO5P2Se, DFT ωB97M-V with the def2-TZVPD basis set
Be 0.0975 1.1271 -1.2596
I -2.5551 -0.8744 -1.3519
C -2.9267 -1.7199 0.5730
C -3.4321 -2.9966 0.5335
C -3.9549 -3.6010 1.6775
C -4.0344 -2.8745 2.8278
C -3.5105 -1.5679 2.8983
C -3.7006 -0.8380 4.0895
C -3.2935 0.4595 4.1741
C -2.5529 1.0047 3.1235
C -2.2327 0.3076 1.9778
P -0.8608 1.1084 0.9697
C -1.3431 2.8672 1.1640
C -2.6829 3.2510 1.0709
C -3.0358 4.5859 1.0615
C -2.0549 5.5618 1.1374
C -0.7255 5.1906 1.2374
C -0.3686 3.8532 1.2662
C 0.5647 1.0625 2.1596
C 1.8169 0.7736 1.6242
C 2.9721 0.9177 2.3696
C 2.9006 1.3422 3.6838
C 1.6610 1.5706 4.2532
C 0.5044 1.4286 3.5034
C -2.8409 -0.9728 1.7774
H -3.4729 -3.5251 -0.4060
H -4.3489 -4.6023 1.6192
H -4.5250 -3.2712 3.7035
H -4.2129 -1.3147 4.9129
H -3.4903 1.0578 5.0520
H -2.2171 2.0267 3.2160
H -3.4603 2.4995 0.9944
H -4.0775 4.8623 0.9826
H -2.3342 6.6050 1.1258
H 0.0538 5.9347 1.2746
H 0.6763 3.5946 1.3241
H 1.9013 0.4696 0.5949
H 3.9295 0.7163 1.9133
H 3.8028 1.4893 4.2587
H 1.5873 1.8856 5.2857
H -0.4369 1.6210 3.9905
O 0.5890 -0.3181 -1.5861
P 1.3441 -1.6132 -1.4187
C 2.9639 -1.6328 -2.2085
C 3.6268 -0.4966 -2.6512
C 4.8896 -0.6336 -3.2072
C 5.4861 -1.8783 -3.3024
C 4.8277 -3.0082 -2.8345
C 3.5648 -2.8886 -2.2954
C 0.3804 -2.9530 -2.1788
C -0.1862 -3.9911 -1.4529
C -0.8733 -4.9933 -2.1159
C -0.9870 -4.9658 -3.4956
C -0.4139 -3.9327 -4.2211
C 0.2635 -2.9219 -3.5652
C 1.5757 -2.0097 0.3426
C 2.8330 -2.2564 0.8764
C 2.9625 -2.5086 2.2306
C 1.8505 -2.5087 3.0546
C 0.5952 -2.2533 2.5263
C 0.4604 -2.0051 1.1729
H 3.1959 0.4895 -2.5554
H 5.4025 0.2452 -3.5633
H 6.4684 -1.9710 -3.7409
H 5.2968 -3.9791 -2.8870
H 3.0304 -3.7570 -1.9279
H -0.0918 -4.0185 -0.3766
H -1.3215 -5.7965 -1.5511
H -1.5209 -5.7556 -4.0018
H -0.4892 -3.9214 -5.2970
H 0.7155 -2.1086 -4.1177
H 3.7013 -2.2363 0.2348
H 3.9388 -2.6898 2.6528
H 1.9661 -2.7058 4.1097
H -0.2711 -2.2326 3.1712
H -0.5082 -1.8031 0.7410
O 2.9591 2.4090 -2.2188
Se 1.8980 3.2884 -1.4376
O 2.5417 4.2455 -0.3719
O 0.9225 2.1588 -0.6136
O 0.8724 4.0187 -2.4213
Br 0.8413 1.4745 -4.2146
C -0.5156 2.4742 -3.4260
C -1.0792 3.5503 -4.1174
C -2.1661 4.1800 -3.5639
C -2.7284 3.6426 -2.4041
C -2.1497 2.5352 -1.8419
N -1.0559 1.9394 -2.3366
H -0.6136 3.8838 -5.0286
H -2.5985 5.0570 -4.0235
H -3.6077 4.0724 -1.9540
H -2.5725 2.0639 -0.9708
```

Atom-resolved charges from Löwdin, all expressed in e:
1 Be -0.149
2 I 1.161
3 C -0.582
4 C -0.168
5 C -0.073
6 C -0.034
7 C -0.166
8 C -0.025
9 C -0.049
10 C -0.119
11 C -0.261
12 P 1.149
13 C -0.358
14 C -0.145
15 C -0.092
16 C -0.076
17 C -0.044
18 C -0.067
19 C -0.312
20 C -0.110
21 C -0.057
22 C -0.075
23 C -0.076
24 C -0.074
25 C -0.210
26 H 0.081
27 H 0.106
28 H 0.113
29 H 0.115
30 H 0.112
31 H 0.095
32 H 0.111
33 H 0.103
34 H 0.101
35 H 0.114
36 H 0.096
37 H 0.080
38 H 0.115
39 H 0.103
40 H 0.102
41 H 0.086
42 O -0.357
43 P 0.904
44 C -0.275
45 C -0.044
46 C -0.047
47 C -0.068
48 C -0.075
49 C -0.101
50 C -0.302
51 C -0.083
52 C -0.074
53 C -0.070
54 C -0.063
55 C -0.072
56 C -0.270
57 C -0.065
58 C -0.065
59 C -0.055
60 C -0.048
61 C -0.110
62 H 0.049
63 H 0.116
64 H 0.105
65 H 0.105
66 H 0.114
67 H 0.103
68 H 0.107
69 H 0.106
70 H 0.108
71 H 0.111
72 H 0.107
73 H 0.110
74 H 0.110
75 H 0.113
76 H 0.059
77 O -0.499
78 Se 0.752
79 O -0.420
80 O -0.473
81 O -0.434
82 Br 0.958
83 C -0.719
84 C -0.094
85 C -0.030
86 C -0.029
87 C -0.166
88 N -0.019
89 H 0.113
90 H 0.116
91 H 0.108
92 H 0.033



No. 2
One molecule with the formula C4H12N2O at a distorted geometry, computed with ωB97M-V with the def2-TZVPD basis set.

- gap between HOMO and LUMO (Eh) = 0.3466
- ΔE to the lowest compared entry with this formula, charge and spin (kJ/mol) = 227.9
- HOMO energy (eV) = -8.466
- spin multiplicity = 1
- maximum force (eV Å⁻¹) = 3.688

Geometry as XYZ:
```
19
C4H12N2O, DFT ωB97M-V with the def2-TZVPD basis set
N 1.9333 0.3203 0.1055
C 0.5378 0.6358 0.0315
C 0.0872 2.0686 0.4063
O -0.7247 2.5834 -0.6823
C -0.4110 -0.4244 0.4948
N 0.0536 -1.7756 0.0581
C -0.9871 -2.5297 -0.6005
H 2.6069 1.0617 0.0735
H 2.1725 -0.3529 0.8259
H 0.2522 0.7211 -1.0374
H -0.6223 2.0563 1.2481
H 0.9436 2.7269 0.5595
H -0.8930 3.4963 -0.4017
H -1.4813 -0.3589 0.2643
H -0.5067 -0.3870 1.6070
H 0.8704 -1.5608 -0.4977
H -0.7999 -3.6210 -0.5757
H -1.0554 -2.3444 -1.6916
H -1.9759 -2.3158 -0.1876
```

Atom-resolved charges from natural (NBO), all expressed in e:
1 N -0.857
2 C -0.105
3 C -0.070
4 O -0.729
5 C -0.218
6 N -0.645
7 C -0.411
8 H 0.379
9 H 0.374
10 H 0.188
11 H 0.166
12 H 0.166
13 H 0.465
14 H 0.204
15 H 0.165
16 H 0.373
17 H 0.194
18 H 0.170
19 H 0.192



No. 3
A 2-piece molecular cluster, C4H11NOS overall at a distorted geometry, computed with ωB97M-V with the def2-TZVPD basis set.

- gap between HOMO and LUMO (Eh) = 0.3543
- ΔE to the lowest compared entry with this formula, charge and spin (kJ/mol) = 352.4
- HOMO energy (eV) = -8.902
- spin multiplicity = 1
- maximum force (eV Å⁻¹) = 4.889

Geometry as XYZ:
```
18
C4H11NOS, DFT ωB97M-V with the def2-TZVPD basis set
C -1.9166 -0.6063 0.6532
C -2.8493 -0.4766 -0.4756
C 3.5133 -0.0668 0.6160
C 0.2579 1.2199 0.0227
N 3.1820 0.5661 -0.4373
O -0.0219 -0.9615 -1.3618
S -0.1055 -0.6385 0.0829
H -2.0418 -0.0043 1.4405
H -3.9427 -0.5956 -0.4260
H -2.8117 0.5935 -0.8613
H -2.3847 -1.0229 -1.2929
H 3.5187 0.5122 1.4720
H -1.9402 -1.6309 1.1491
H 3.7477 -1.1028 0.7452
H -0.2489 1.6622 0.8421
H 1.3099 1.1448 0.0101
H -0.1254 1.3945 -0.9318
H 2.8591 0.0130 -1.2471
```

Atom-resolved charges from natural (NBO), all expressed in e:
1 C -0.562
2 C -0.657
3 C -0.026
4 C -0.773
5 N -0.624
6 O -0.989
7 S 1.177
8 H 0.208
9 H 0.233
10 H 0.204
11 H 0.246
12 H 0.152
13 H 0.208
14 H 0.153
15 H 0.211
16 H 0.253
17 H 0.230
18 H 0.358



No. 4
C31H32F12FeN2O2Sb as an isolated structure at a distorted geometry, computed with ωB97M-V with the def2-TZVPD basis set.

- charge = -1
- gap between HOMO and LUMO (alpha / beta) (Eh) = 0.2334 / 0.2329
- HOMO energy (alpha / beta) (eV) = -3.803 / -3.791
- <S²> = 6.009
- spin multiplicity = 5
- maximum force (eV Å⁻¹) = 1.987

Geometry as XYZ:
```
81
C31H32F12FeN2O2Sb, DFT ωB97M-V with the def2-TZVPD basis set
Fe 0.7813 0.7331 0.6239
C 1.5894 -1.0447 -6.4566
C 1.6574 -0.8864 -4.9593
C 2.4496 -1.7214 -4.1757
C 2.4629 -1.6023 -2.8071
C 1.6870 -0.6438 -2.1024
N 1.6891 -0.6099 -0.7421
C 1.9636 -1.7322 0.0120
C 1.5123 -3.0074 -0.4071
C 1.7496 -4.1635 0.2994
C 2.4794 -4.1334 1.4827
C 2.8143 -5.3892 2.2459
C 2.8743 -2.8885 1.9464
C 2.6065 -1.6931 1.2771
C 3.0116 -0.3779 1.9892
O 2.6679 0.7945 1.4140
C 2.2942 -0.3430 3.3935
F 2.5676 0.7913 4.0568
F 0.9410 -0.3324 3.1518
F 2.4936 -1.3415 4.2755
C 4.5556 -0.3656 2.2167
F 4.9966 0.8683 2.5052
F 5.2104 -0.7798 1.1170
F 4.9715 -1.1643 3.2393
C 1.0058 0.3009 -2.9195
C 0.9851 0.1316 -4.3038
C 0.3873 1.5656 -2.3067
O -0.2463 1.4047 -1.1094
C -0.6583 2.2523 -3.2427
F -1.6196 1.3783 -3.6021
F -0.1637 2.7881 -4.3833
F -1.2848 3.2735 -2.6176
C 1.5551 2.5924 -2.1113
F 2.3507 2.1979 -1.1030
F 2.3324 2.7435 -3.2009
F 1.1209 3.8319 -1.7786
H 1.3718 -2.0785 -6.7337
H 2.5402 -0.7731 -6.9245
H 0.8143 -0.4045 -6.8786
H 3.0715 -2.4748 -4.6505
H 3.1023 -2.2508 -2.2235
H 0.9589 -3.0537 -1.3363
H 1.3672 -5.1054 -0.0826
H 2.6271 -6.2727 1.6350
H 2.2152 -5.4724 3.1569
H 3.8640 -5.3935 2.5450
H 3.4239 -2.8596 2.8764
H 0.4382 0.8300 -4.9208
C -5.0852 4.1736 1.0723
C -3.9293 4.0209 0.0902
Sb -2.7868 2.1154 0.0616
C -1.1438 2.7398 1.3662
C -1.3239 4.0008 2.2009
C -3.9568 1.0714 1.6355
C -3.7648 1.5066 3.0855
H -5.6651 5.0736 0.8447
H -4.7347 4.2595 2.1012
H -5.7673 3.3228 1.0207
H -3.2160 4.8382 0.2098
H -4.3118 4.0776 -0.9311
H -0.2907 2.8769 0.6964
H -0.9500 1.8658 2.0105
H -1.3862 4.8735 1.5507
H -0.4731 4.1520 2.8705
H -2.2289 3.9595 2.8084
H -3.6886 0.0171 1.5235
H -5.0057 1.1653 1.3426
H -2.7097 1.5249 3.3633
H -4.2723 0.8219 3.7733
H -4.1743 2.5035 3.2498
C -2.9482 -2.8789 0.4449
C -2.3404 -2.7374 1.6837
C -1.3264 -1.8061 1.8284
N -0.8855 -1.0490 0.8249
C -1.4560 -1.2078 -0.3738
C -2.4946 -2.0968 -0.6041
H -3.7611 -3.5811 0.3094
H -2.6566 -3.3342 2.5282
H -0.8476 -1.6589 2.7894
H -1.0710 -0.5792 -1.1667
H -2.9336 -2.1498 -1.5907
```

Atom-resolved charges from Löwdin, all expressed in e:
1 Fe 0.886
2 C -0.070
3 C -0.292
4 C -0.061
5 C -0.030
6 C -0.225
7 N 0.007
8 C -0.244
9 C -0.045
10 C -0.055
11 C -0.283
12 C -0.065
13 C -0.004
14 C -0.061
15 C -0.380
16 O -0.172
17 C -0.509
18 F 0.150
19 F 0.079
20 F 0.132
21 C -0.523
22 F 0.149
23 F 0.154
24 F 0.119
25 C -0.065
26 C -0.005
27 C -0.359
28 O -0.342
29 C -0.539
30 F 0.133
31 F 0.126
32 F 0.097
33 C -0.524
34 F 0.146
35 F 0.149
36 F 0.133
37 H 0.068
38 H 0.071
39 H 0.068
40 H 0.107
41 H 0.110
42 H 0.112
43 H 0.104
44 H 0.066
45 H 0.073
46 H 0.073
47 H 0.112
48 H 0.105
49 C -0.207
50 C -0.440
51 Sb 1.487
52 C -0.440
53 C -0.174
54 C -0.434
55 C -0.195
56 H 0.059
57 H 0.044
58 H 0.051
59 H 0.029
60 H 0.023
61 H 0.021
62 H 0.029
63 H 0.060
64 H 0.071
65 H 0.050
66 H 0.008
67 H 0.026
68 H 0.050
69 H 0.061
70 H 0.040
71 C -0.073
72 C -0.067
73 C -0.125
74 N 0.058
75 C -0.150
76 C -0.046
77 H 0.103
78 H 0.101
79 H 0.104
80 H 0.090
81 H 0.109